Entry A
Entry from the Open Molecules 2025 dataset: a molecular structure, C9H9N3OS (ωB97M-V/def2-TZVPD).

highest occupied orbital energy: -8.49 eV
LUMO: 0.16 eV

Structure (XYZ):
```
23
C9H9N3OS (ωB97M-V/def2-TZVPD)
C 2.39 1.22 0.12
C -2.39 -1.19 -0.22
C 1.05 0.35 -0.05
C 1.68 -0.84 -0.02
C -0.30 -2.12 0.08
C -1.04 -0.95 -0.52
C -0.44 0.39 -0.04
C -0.96 1.40 -1.04
C -0.89 0.51 1.40
N -3.48 -1.39 -0.10
N 2.51 2.42 0.21
N 1.10 -2.04 -0.23
O -0.77 -3.11 0.52
S 3.35 -0.30 -0.01
H -0.88 -0.92 -1.70
H -2.01 1.56 -0.80
H -0.87 1.08 -2.03
H -0.46 2.41 -0.79
H -0.36 -0.14 2.03
H -1.92 0.38 1.36
H -0.56 1.49 1.65
H 3.53 2.71 0.32
H 1.70 -2.91 -0.14
```

---

Entry B
Entry from the Open Molecules 2025 dataset: a single C9H9N3OS molecule (ωB97M-V/def2-TZVPD).

highest occupied orbital energy (spin up / spin down): -7.21 / -7.21 eV
LUMO (spin up / spin down): -1.13 / -1.13 eV

Structure (XYZ):
```
23
C9H9N3OS (ωB97M-V/def2-TZVPD)
C -0.23 0.19 -3.70
C -0.43 1.16 -2.71
C 0.28 -1.07 -3.30
C 0.64 -0.31 -1.13
C 1.21 -0.40 0.15
C -0.09 0.91 -1.38
C -0.21 -0.72 3.21
C -0.62 -1.02 1.76
C 1.28 -0.49 2.64
N 0.79 -1.30 -2.07
N -0.36 1.71 -0.39
N 0.71 -0.54 1.32
O -1.37 3.00 1.40
S -0.92 3.06 0.02
H -0.63 0.35 -4.71
H -1.04 1.97 -2.90
H 0.62 -1.83 -4.14
H -0.64 0.33 3.45
H -0.31 -1.52 3.90
H -0.91 -2.05 1.56
H -1.32 -0.36 1.28
H 1.86 0.36 2.87
H 1.70 -1.43 2.88
```

---

Stability check: which of them is most stable? entry A.

---

Entry A
Entry from the Open Molecules 2025 dataset: 4 unconnected molecules or ions with the total composition CH9NO5 (ωB97M-V/def2-TZVPD).

SMILES string: NC(=O)O.O.O.O
highest occupied orbital energy: -10.43 eV
LUMO: 0.39 eV

Structure (XYZ):
```
16
CH9NO5 (ωB97M-V/def2-TZVPD)
N -1.26 -0.66 -1.73
C -1.77 -1.30 -0.67
O -2.69 -2.08 -0.67
O -1.11 -0.97 0.50
H -0.34 -0.26 -1.76
H -1.88 -0.71 -2.51
H -1.69 -1.39 1.17
O 2.40 0.61 1.78
H 1.99 0.93 2.58
H 1.67 0.64 1.15
O -0.39 1.91 0.93
H -0.85 2.66 1.32
H -0.92 1.16 1.19
O 1.93 -0.22 -1.28
H 2.31 -0.74 -0.59
H 2.62 0.43 -1.41
```

---

Entry B
Entry from the Open Molecules 2025 dataset: 4 unconnected molecules or ions with the total composition CH9NO5 (ωB97M-V/def2-TZVPD).

SMILES string: NC(=O)O.O.O.O
highest occupied orbital energy: -10.54 eV
LUMO: 0.24 eV

Structure (XYZ):
```
16
CH9NO5 (ωB97M-V/def2-TZVPD)
N 1.49 -0.78 -1.01
C 2.07 0.07 -0.10
O 3.24 0.38 -0.17
O 1.22 0.59 0.82
H 0.49 -0.87 -1.11
H 2.11 -0.94 -1.78
H 1.68 1.36 1.19
O -2.52 0.78 0.56
H -2.49 1.74 0.59
H -1.99 0.45 1.30
O -0.67 -1.03 1.85
H 0.14 -0.56 2.10
H -0.53 -1.16 0.91
O -1.29 -0.35 -1.80
H -1.30 0.40 -2.41
H -1.66 -0.08 -0.94
```

---

Stability check: which of them is most stable? entry B.

---

Entry A
Entry from the Open Molecules 2025 dataset: 2 unconnected molecules or ions with the total composition C2H4BrN (ωB97M-V/def2-TZVPD).

highest occupied orbital energy (spin up / spin down): -9.02 / -9.02 eV
LUMO (spin up / spin down): -1.18 / -1.18 eV

Structure (XYZ):
```
8
C2H4BrN (ωB97M-V/def2-TZVPD)
C -0.38 -1.34 -0.13
C 0.74 0.82 0.05
N 0.56 -0.60 -0.15
Br -2.70 0.22 0.29
H -0.55 -2.31 -0.42
H 0.94 1.16 -0.87
H 1.62 0.87 0.71
H -0.24 1.18 0.52
```

---

Entry B
Entry from the Open Molecules 2025 dataset: 2 unconnected molecules or ions with the total composition C2H4BrN (ωB97M-V/def2-TZVPD).

highest occupied orbital energy (spin up / spin down): -8.94 / -8.94 eV
LUMO (spin up / spin down): -0.33 / -0.33 eV

Structure (XYZ):
```
8
C2H4BrN (ωB97M-V/def2-TZVPD)
C 1.25 0.21 0.11
C -0.97 -0.44 -0.03
N 0.44 -0.65 -0.08
Br 3.02 0.23 -0.05
H 0.07 1.85 0.02
H -1.19 0.67 0.00
H -1.11 -0.93 0.91
H -1.52 -0.94 -0.88
```

---

Stability check: which of them is most stable? entry A.

---

Entry A
Entry from the Open Molecules 2025 dataset: a molecular structure, C38H34As2Br2IrN (ωB97M-V/def2-TZVPD).

charge: +2
highest occupied orbital energy: -13.82 eV
LUMO: -7.83 eV

Structure (XYZ):
```
78
C38H34As2Br2IrN (ωB97M-V/def2-TZVPD)
Ir 0.44 0.61 -0.36
C 2.64 3.47 -0.76
C 2.93 2.95 0.65
As 1.21 2.28 1.33
C 0.17 3.91 1.62
C 0.67 5.17 1.29
C -0.06 6.31 1.63
C -1.27 6.19 2.30
C -1.74 4.93 2.66
C -1.02 3.80 2.32
C 1.26 1.63 3.14
C 0.60 0.46 3.49
C 0.57 0.07 4.82
C 1.20 0.85 5.79
C 1.87 2.01 5.43
C 1.90 2.41 4.10
As 1.64 2.17 -1.79
C 2.83 1.04 -2.77
C 2.30 0.12 -3.68
C 3.16 -0.72 -4.36
C 4.53 -0.66 -4.12
C 5.05 0.24 -3.20
C 4.19 1.10 -2.52
C 0.46 3.14 -2.94
C -0.27 4.19 -2.38
C -1.08 4.96 -3.20
C -1.15 4.68 -4.57
C -0.42 3.64 -5.11
C 0.40 2.87 -4.30
H 3.53 3.74 -1.33
H 2.00 4.34 -0.73
H 3.31 3.75 1.29
H 3.63 2.12 0.66
H 1.62 5.31 0.81
H 0.34 7.28 1.38
H -1.83 7.08 2.56
H -2.66 4.84 3.21
H -1.39 2.83 2.65
H 0.14 -0.17 2.74
H 0.06 -0.84 5.11
H 1.18 0.54 6.83
H 2.36 2.61 6.18
H 2.40 3.34 3.83
H 1.23 0.04 -3.84
H 2.77 -1.43 -5.07
H 5.20 -1.33 -4.65
H 6.11 0.28 -3.01
H 4.61 1.80 -1.81
H -0.23 4.40 -1.32
H -1.65 5.78 -2.79
H -1.78 5.29 -5.20
H -0.47 3.43 -6.17
H 0.99 2.07 -4.74
C -5.30 2.42 0.46
C -3.88 1.92 0.47
C -3.48 0.90 1.34
C -2.17 0.44 1.35
C -1.34 1.10 0.47
Br -0.89 -1.07 -1.49
N -1.66 2.03 -0.35
C -2.93 2.45 -0.39
H -6.00 1.59 0.49
H -5.50 3.02 -0.43
H -5.49 3.05 1.34
H -4.21 0.44 1.99
H -1.85 -0.39 1.96
H -3.17 3.21 -1.12
Br 6.05 -2.88 0.13
C 4.40 -1.97 0.18
C 3.43 -2.23 -0.77
C 2.22 -1.56 -0.73
C 1.99 -0.55 0.23
C 2.96 -0.34 1.21
C 4.15 -1.04 1.18
H 3.60 -2.98 -1.53
H 1.49 -1.83 -1.47
H 2.84 0.37 2.01
H 4.89 -0.86 1.95
```

---

Entry B
Entry from the Open Molecules 2025 dataset: a molecular structure, C38H34As2Br2IrN (ωB97M-V/def2-TZVPD).

charge: +2
highest occupied orbital energy: -12.90 eV
LUMO: -8.09 eV

Structure (XYZ):
```
78
C38H34As2Br2IrN (ωB97M-V/def2-TZVPD)
Ir 0.42 -1.39 0.01
C -0.25 1.69 -1.78
C -1.61 1.20 -1.29
As -1.94 1.16 0.65
C -2.24 2.98 1.18
C -2.31 3.36 2.52
C -2.57 4.69 2.84
C -2.72 5.63 1.83
C -2.65 5.24 0.50
C -2.40 3.92 0.17
C -3.65 0.32 0.72
C -4.64 0.86 1.55
C -5.90 0.29 1.54
C -6.17 -0.81 0.74
C -5.18 -1.34 -0.08
C -3.91 -0.79 -0.08
As 1.19 0.81 -0.81
C 1.68 2.02 0.62
C 2.67 1.56 1.49
C 3.13 2.37 2.51
C 2.60 3.64 2.69
C 1.63 4.11 1.82
C 1.17 3.30 0.78
C 2.71 1.03 -1.98
C 3.41 2.24 -1.95
C 4.46 2.43 -2.83
C 4.82 1.44 -3.73
C 4.13 0.23 -3.75
C 3.07 0.03 -2.88
H -0.14 2.77 -1.68
H -0.11 1.43 -2.83
H -1.75 0.17 -1.60
H -2.44 1.79 -1.69
H -2.18 2.64 3.31
H -2.64 4.98 3.88
H -2.91 6.66 2.08
H -2.78 5.98 -0.29
H -2.36 3.64 -0.87
H -4.43 1.72 2.16
H -6.67 0.71 2.17
H -7.15 -1.26 0.75
H -5.40 -2.19 -0.72
H -3.14 -1.22 -0.71
H 3.10 0.57 1.35
H 3.90 2.01 3.18
H 2.96 4.27 3.49
H 1.23 5.11 1.93
H 0.43 3.70 0.10
H 3.15 3.01 -1.25
H 5.00 3.37 -2.82
H 5.65 1.59 -4.41
H 4.41 -0.54 -4.45
H 2.53 -0.91 -2.91
C -0.34 -6.79 1.71
C -0.60 -5.36 1.35
C -1.89 -4.82 1.35
C -2.18 -3.51 0.96
C -1.07 -2.80 0.56
Br -0.40 -0.30 2.18
N 0.11 -3.28 0.63
C 0.45 -4.52 0.98
H -1.07 -7.16 2.43
H 0.66 -6.93 2.12
H -0.42 -7.42 0.81
H -2.71 -5.44 1.68
H -3.18 -3.11 0.97
H 1.49 -4.81 0.96
Br 5.17 -4.93 -3.11
C 3.85 -3.87 -2.28
C 2.63 -3.68 -2.92
C 1.65 -2.91 -2.30
C 1.89 -2.31 -1.06
C 3.12 -2.53 -0.43
C 4.10 -3.30 -1.05
H 2.44 -4.14 -3.88
H 0.70 -2.77 -2.81
H 3.33 -2.09 0.54
H 5.05 -3.46 -0.56
```

---

Stability check: which of them is most stable? entry A.

---

Entry A
Entry from the Open Molecules 2025 dataset: 2 unconnected molecules or ions with the total composition C11H23N3O5 (ωB97M-V/def2-TZVPD).

SMILES string: NC(=O)CC[C@H](N)C(=O)O.CC(C)C[C@H](N)C(=O)O
highest occupied orbital energy: -9.61 eV
LUMO: 0.37 eV

Structure (XYZ):
```
42
C11H23N3O5 (ωB97M-V/def2-TZVPD)
N -1.15 0.99 -3.58
C -1.22 0.39 -2.37
O -0.21 0.02 -1.77
C -2.61 0.22 -1.78
C -2.92 1.29 -0.71
C -1.83 1.43 0.36
N -1.40 0.19 1.01
C -2.26 2.44 1.42
O -2.96 3.40 1.18
O -1.76 2.19 2.63
H -0.24 1.16 -3.98
H -1.97 1.31 -4.07
H -3.38 0.25 -2.55
H -2.63 -0.77 -1.32
H -3.07 2.27 -1.18
H -3.87 1.03 -0.23
H -0.93 1.85 -0.11
H -0.75 -0.29 0.38
H -2.19 -0.43 1.18
H -1.28 1.33 2.54
C 2.64 -2.66 -1.89
C 2.58 -1.21 -1.40
C 2.08 -0.29 -2.52
C 1.71 -1.03 -0.15
C 2.32 -1.53 1.18
N 2.40 -2.97 1.23
C 1.51 -0.96 2.35
O 0.82 -1.63 3.06
O 1.60 0.38 2.55
H 3.29 -2.74 -2.77
H 1.64 -2.99 -2.19
H 3.00 -3.33 -1.12
H 3.61 -0.90 -1.14
H 2.70 -0.39 -3.42
H 1.05 -0.55 -2.79
H 2.10 0.76 -2.21
H 1.47 0.04 -0.04
H 0.74 -1.53 -0.30
H 3.34 -1.13 1.25
H 1.45 -3.34 1.28
H 2.83 -3.25 2.11
H 2.22 0.76 1.91
```

---

Entry B
Entry from the Open Molecules 2025 dataset: 2 unconnected molecules or ions with the total composition C11H23N3O5 (ωB97M-V/def2-TZVPD).

SMILES string: NC(=O)CC[C@H](N)C(=O)O.CC(C)C[C@H](N)C(=O)O
highest occupied orbital energy: -9.83 eV
LUMO: 0.10 eV

Structure (XYZ):
```
42
C11H23N3O5 (ωB97M-V/def2-TZVPD)
N 1.70 -3.31 -0.87
C 1.94 -2.35 0.07
O 1.33 -2.30 1.12
C 2.98 -1.31 -0.31
C 3.83 -0.93 0.90
C 4.73 0.29 0.67
N 4.06 1.58 0.47
C 5.71 0.06 -0.50
O 6.13 -1.03 -0.80
O 6.06 1.18 -1.14
H 1.05 -4.05 -0.64
H 2.30 -3.44 -1.67
H 3.63 -1.67 -1.13
H 2.42 -0.45 -0.70
H 4.47 -1.78 1.17
H 3.16 -0.74 1.74
H 5.37 0.40 1.55
H 3.23 1.47 -0.10
H 3.75 1.96 1.36
H 5.52 1.89 -0.72
C -2.24 2.73 -1.11
C -2.59 1.65 -0.08
C -3.04 2.29 1.23
C -3.64 0.70 -0.66
C -4.00 -0.48 0.24
N -2.89 -1.39 0.56
C -5.16 -1.29 -0.37
O -6.08 -0.78 -0.96
O -5.07 -2.61 -0.16
H -1.46 3.40 -0.74
H -1.89 2.29 -2.05
H -3.13 3.34 -1.34
H -1.67 1.08 0.11
H -3.19 1.56 2.03
H -2.29 3.01 1.59
H -3.98 2.84 1.09
H -4.57 1.25 -0.87
H -3.29 0.31 -1.62
H -4.40 -0.11 1.19
H -2.24 -1.45 -0.22
H -2.37 -1.07 1.36
H -4.21 -2.74 0.31
```

---

Stability check: which of them is most stable? entry B.

---

Entry A
Entry from the Open Molecules 2025 dataset: 2 unconnected molecules or ions with the total composition C3H9N2O3 (ωB97M-V/def2-TZVPD).

charge: -1
highest occupied orbital energy: -3.63 eV
LUMO: 3.61 eV

Structure (XYZ):
```
17
C3H9N2O3 (ωB97M-V/def2-TZVPD)
C 0.00 -0.98 0.61
N 0.66 -1.50 -0.57
C -0.17 -2.02 -1.66
O -1.19 -1.34 -1.88
O 0.25 -3.04 -2.22
C 0.96 -0.11 1.43
N 1.01 1.25 0.92
H -0.34 -1.79 1.27
H -0.82 -0.44 0.20
H 1.66 -1.45 -0.63
H 0.66 -0.10 2.47
H 1.90 -0.70 1.41
H 1.30 1.28 -0.04
H 1.62 1.80 1.52
H -1.75 2.78 -0.86
H -3.27 2.99 -1.19
O -2.49 3.38 -0.80
```

---

Entry B
Entry from the Open Molecules 2025 dataset: 2 unconnected molecules or ions with the total composition C3H9N2O3 (ωB97M-V/def2-TZVPD).

charge: -1
highest occupied orbital energy: -3.93 eV
LUMO: 3.71 eV

Structure (XYZ):
```
17
C3H9N2O3 (ωB97M-V/def2-TZVPD)
O 0.40 0.46 -3.38
C 0.69 0.21 -2.21
N 1.87 0.61 -1.64
C -0.34 -0.41 -1.22
N -0.02 -0.18 0.18
C -1.37 -0.34 0.92
O -1.31 -0.71 2.18
H 1.67 0.71 -0.65
H 2.46 1.32 -2.02
H -0.62 -1.47 -1.63
H -1.26 0.14 -1.57
H 0.29 -1.03 0.70
H -1.89 -1.16 0.28
H -1.85 0.67 0.71
H 0.28 1.17 4.04
H -0.49 -0.08 3.29
O 0.22 0.22 3.99
```

---

Stability check: which of them is most stable? entry A.

---

Entry A
Entry from the Open Molecules 2025 dataset: a single C21H28N4O2 molecule (ωB97M-V/def2-TZVPD).

SMILES string: CCN(CC)CCNc1nc(-c2ccco2)c2c(c1C#N)CC(C)(C)OC2
highest occupied orbital energy: -7.88 eV
LUMO: -0.05 eV

Structure (XYZ):
```
55
C21H28N4O2 (ωB97M-V/def2-TZVPD)
C -2.88 1.02 -1.92
C -3.42 1.96 -0.84
N -2.66 1.82 0.39
C -1.54 2.73 0.52
C -1.90 4.18 0.90
C -3.39 1.55 1.60
C -2.62 0.55 2.49
N -2.27 -0.63 1.75
C -1.10 -0.69 1.06
N -0.09 0.06 1.48
C 1.10 -0.01 0.87
C 2.08 0.89 1.43
C 1.94 1.73 2.51
C 3.17 2.41 2.65
C 3.96 1.95 1.64
O 3.32 1.03 0.90
C 1.35 -0.89 -0.20
C 0.30 -1.69 -0.65
C -0.94 -1.60 -0.02
C -2.04 -2.35 -0.46
N -2.98 -2.93 -0.80
C 0.51 -2.64 -1.79
C 1.67 -2.17 -2.68
C 2.07 -3.28 -3.65
C 1.28 -0.91 -3.45
O 2.81 -1.96 -1.86
C 2.68 -0.94 -0.89
H -3.01 -0.02 -1.61
H -3.42 1.17 -2.85
H -1.83 1.20 -2.09
H -4.47 1.72 -0.65
H -3.38 2.99 -1.21
H -0.85 2.33 1.26
H -1.02 2.74 -0.44
H -2.63 4.60 0.21
H -2.30 4.23 1.90
H -1.00 4.79 0.86
H -3.60 2.45 2.20
H -4.35 1.10 1.33
H -1.70 0.98 2.86
H -3.25 0.26 3.34
H -3.04 -1.12 1.31
H 1.07 1.82 3.12
H 3.42 3.14 3.39
H 4.97 2.18 1.36
H -0.41 -2.73 -2.37
H 0.75 -3.62 -1.38
H 1.22 -3.59 -4.25
H 2.86 -2.92 -4.31
H 2.45 -4.14 -3.10
H 2.15 -0.50 -3.96
H 0.86 -0.15 -2.79
H 0.52 -1.16 -4.20
H 3.48 -1.14 -0.17
H 2.89 0.04 -1.35
```

---

Entry B
Entry from the Open Molecules 2025 dataset: a single C21H28N4O2 molecule (ωB97M-V/def2-TZVPD).

SMILES string: Cc1ccc(-c2ccc(=O)n(CC(=O)NCCCN3CCCCC3)n2)cc1
highest occupied orbital energy: -8.04 eV
LUMO: -0.12 eV

Structure (XYZ):
```
55
C21H28N4O2 (ωB97M-V/def2-TZVPD)
C -9.00 -0.36 0.56
C -7.55 -0.06 0.33
C -6.63 -1.10 0.21
C -5.29 -0.84 0.02
C -4.82 0.47 -0.05
C -3.39 0.72 -0.24
C -2.75 1.92 0.17
C -1.42 2.06 -0.04
C -0.65 0.99 -0.64
O 0.56 1.01 -0.83
N -1.41 -0.11 -1.00
C -0.78 -1.23 -1.66
C -0.09 -2.19 -0.66
O -0.47 -3.33 -0.50
N 0.95 -1.63 -0.04
C 1.79 -2.32 0.91
C 3.27 -2.12 0.58
C 3.71 -0.67 0.80
N 5.14 -0.53 0.59
C 5.78 0.51 1.38
C 5.48 1.92 0.88
C 5.93 2.05 -0.58
C 5.25 0.96 -1.42
C 5.54 -0.42 -0.81
N -2.71 -0.23 -0.81
C -5.74 1.51 0.07
C -7.08 1.24 0.25
H -9.33 -1.16 -0.09
H -9.16 -0.67 1.59
H -9.61 0.52 0.37
H -6.98 -2.12 0.27
H -4.58 -1.65 -0.07
H -3.32 2.71 0.65
H -0.87 2.94 0.25
H -0.03 -0.85 -2.36
H -1.56 -1.79 -2.18
H 1.17 -0.66 -0.26
H 1.52 -3.37 0.87
H 1.58 -1.95 1.93
H 3.44 -2.42 -0.45
H 3.87 -2.76 1.23
H 3.49 -0.39 1.83
H 3.13 0.00 0.14
H 5.46 0.39 2.42
H 6.86 0.33 1.33
H 4.41 2.12 0.95
H 6.00 2.65 1.50
H 5.68 3.04 -0.97
H 7.01 1.93 -0.63
H 4.18 1.14 -1.45
H 5.62 0.99 -2.44
H 5.03 -1.19 -1.38
H 6.61 -0.61 -0.85
H -5.42 2.54 -0.02
H -7.78 2.07 0.33
```

---

Stability check: which of them is most stable? entry B.

---

Entry A
Entry from the Open Molecules 2025 dataset: 2 unconnected molecules or ions with the total composition HNO3S (ωB97M-V/def2-TZVPD).

highest occupied orbital energy (spin up / spin down): -10.99 / -10.81 eV
LUMO (spin up / spin down): -4.09 / -4.09 eV

Structure (XYZ):
```
6
HNO3S (ωB97M-V/def2-TZVPD)
N 0.80 -1.81 -1.05
O -0.31 -1.55 -0.73
O 1.24 -2.89 -1.37
O 1.71 -0.91 -1.11
S 0.80 1.11 -0.10
H 0.10 -0.02 0.35
```

---

Entry B
Entry from the Open Molecules 2025 dataset: 2 unconnected molecules or ions with the total composition HNO3S (ωB97M-V/def2-TZVPD).

highest occupied orbital energy (spin up / spin down): -9.64 / -9.30 eV
LUMO (spin up / spin down): -1.12 / -1.51 eV

Structure (XYZ):
```
6
HNO3S (ωB97M-V/def2-TZVPD)
N -3.25 0.16 0.03
O -2.88 1.25 0.18
O -4.25 -0.39 -0.12
O 0.07 -0.36 0.75
S -0.94 -1.40 0.01
H 0.51 0.06 0.00
```

---

Stability check: which of them is most stable? entry B.